Record 1
Below is a molecular structure, C35H41BCl3KN9OS, with properties calculated with ωB97M-V/def2-TZVPD.

total charge = -1
total energy = -117828.78929 eV
HOMO level = -5.96 eV
ΔE to the lowest compared entry with this formula, charge and spin = 1.04 kcal per mole
Kohn-Sham gap = 8.0781 eV

Each line ends with the Löwdin charge.
Positions of all 92 atoms, in Å:
K  0.3488  0.3400  -0.1031  0.566
C  3.5089  0.1067  -4.0801  -0.060
C  2.0422  -0.2982  -3.9043  -0.355
C  1.2419  0.8714  -3.3386  -0.077
C  1.9170  -1.5492  -3.0743  -0.303
C  2.3651  -2.8586  -3.3514  -0.034
C  2.0085  -3.5835  -2.2345  -0.097
N  1.4028  -2.7511  -1.3616  -0.028
N  1.3450  -1.5119  -1.8824  0.062
B  0.7788  -3.1791  0.0025  -0.532
N  1.4020  -2.4807  1.2427  -0.029
C  2.5092  -2.9030  1.8814  -0.100
C  2.6883  -2.1268  3.0041  -0.028
C  1.6004  -1.2321  2.9802  -0.306
N  0.8420  -1.4510  1.9172  0.066
C  1.2515  -0.1518  3.9703  -0.363
C  1.9498  1.1739  3.6552  -0.066
C  -0.2582  0.0616  4.0593  -0.073
N  -0.7499  -3.0359  -0.0168  -0.033
C  -1.6379  -4.0476  0.0255  -0.088
C  -2.9011  -3.5181  -0.1065  -0.032
C  -2.6832  -2.1311  -0.2373  -0.295
N  -1.3888  -1.8586  -0.1790  0.083
C  -3.7178  -1.0499  -0.3825  -0.374
C  -3.1095  0.3005  -0.7415  -0.085
C  -4.5547  -0.9386  0.8952  -0.072
H  3.5879  0.9873  -4.7231  0.076
H  4.0997  -0.6978  -4.5225  0.073
H  3.9488  0.3516  -3.1114  0.056
H  1.6424  -0.5276  -4.8994  0.134
H  1.6367  1.2313  -2.3837  0.047
H  0.1911  0.6176  -3.1927  0.076
H  1.2934  1.7168  -4.0291  0.079
H  2.8636  -3.2239  -4.2342  0.089
H  2.1299  -4.6268  -1.9948  0.106
H  1.0388  -4.3585  0.0970  0.111
H  3.0731  -3.7381  1.4979  0.114
H  3.4692  -2.2066  3.7426  0.090
H  1.6068  -0.4966  4.9481  0.132
H  1.5921  1.5738  2.7015  0.065
H  3.0340  1.0565  3.5971  0.077
H  1.7264  1.9183  4.4240  0.069
H  -0.6502  0.4413  3.1144  0.071
H  -0.4921  0.7919  4.8373  0.074
H  -0.7800  -0.8702  4.2785  0.079
H  -1.2984  -5.0630  0.1442  0.108
H  -3.8384  -4.0496  -0.1106  0.090
H  -4.3877  -1.3498  -1.1971  0.133
H  -2.4944  0.6909  0.0705  0.054
H  -3.8967  1.0349  -0.9240  0.079
H  -2.4874  0.2390  -1.6349  0.075
H  -3.9176  -0.6412  1.7313  0.083
H  -5.0195  -1.8917  1.1517  0.068
H  -5.3415  -0.1890  0.7823  0.071
N  -0.2969  2.9135  -0.2623  -0.170
C  0.7819  3.1464  0.1121  -0.332
Cl  2.0463  5.0865  5.1351  0.657
C  3.1241  4.6535  3.8383  -0.668
C  2.6467  4.5512  2.5477  -0.097
C  3.5243  4.1955  1.5353  -0.036
C  4.8593  3.8961  1.7815  -0.173
C  5.8137  3.4184  0.6946  -0.284
C  6.1903  1.9274  0.8495  -0.067
N  5.1659  0.9543  0.5067  -0.066
C  5.3402  -0.1025  -0.3590  -0.071
C  4.1055  -0.6436  -0.5505  -0.130
N  3.1679  0.0698  0.1538  0.070
C  3.8403  0.9890  0.7990  -0.180
O  5.4720  3.8234  -0.6125  -0.076
C  4.5434  3.0637  -1.4028  -0.158
C  3.9709  3.9425  -2.4663  -0.301
C  4.6603  4.4092  -3.5419  -0.980
Cl  6.3127  4.0988  -3.9048  0.645
S  3.6954  5.3515  -4.6003  0.969
C  2.3230  5.1302  -3.5921  -0.406
C  2.6067  4.3639  -2.5082  -0.133
C  5.2978  4.0431  3.0991  -0.567
Cl  6.9787  3.7864  3.5263  0.701
C  4.4550  4.4147  4.1321  -0.142
H  1.6029  4.6978  2.3044  0.097
H  3.1060  4.1023  0.5455  0.067
H  6.7540  3.9429  0.8797  0.130
H  6.5199  1.7719  1.8762  0.095
H  7.0403  1.7269  0.1966  0.134
H  6.3102  -0.3561  -0.7514  0.115
H  3.8334  -1.4822  -1.1709  0.093
H  3.4072  1.7359  1.4398  0.099
H  3.7211  2.6641  -0.8136  0.096
H  5.0710  2.2231  -1.8633  0.118
H  1.3728  5.5671  -3.8514  0.066
H  1.8709  4.0914  -1.7582  0.057
H  4.8310  4.5100  5.1398  0.100

---

Record 2
Below is a molecular structure, C35H41LaN4O6S2Te, with properties calculated with ωB97M-V/def2-TZVPD.

total charge = -1
multiplicity = 2
total energy = -85032.53871 eV
HOMO level (spin up / spin down) = -0.51 / -4.41 eV
ΔE to the lowest compared entry with this formula, charge and spin = 68.77 kcal per mole
Kohn-Sham gap (spin up / spin down) = 2.5012 / 6.4038 eV

Each line ends with the Löwdin charge.
Positions of all 90 atoms, in Å:
La  -2.4366  0.9463  -0.3194  2.043
O  -1.2790  3.3301  -0.0501  -0.347
S  -0.2806  2.3892  -0.5477  0.132
O  1.0223  2.9621  -0.8108  -0.346
O  -0.1721  1.3043  0.5173  -0.602
O  -0.8129  1.6807  -1.7650  -0.577
C  -4.3334  2.2839  3.7149  -0.137
C  -3.0857  3.1809  3.7439  -0.137
C  -2.0242  2.3555  3.0002  -0.187
O  -2.7361  1.3807  2.2487  -0.289
C  -3.8265  0.9917  3.0647  -0.181
H  -5.1139  2.7284  3.1008  0.108
H  -4.7349  2.0993  4.7096  0.107
H  -2.7656  3.3970  4.7615  0.104
H  -3.2667  4.1228  3.2288  0.107
H  -1.3514  1.8474  3.7071  0.130
H  -1.4328  2.9411  2.2954  0.105
H  -3.4786  0.2812  3.8300  0.128
H  -4.5689  0.5098  2.4285  0.114
S  -7.2165  -0.3572  0.0606  0.512
C  -5.6877  -0.1326  -0.3042  -1.018
N  -4.5569  0.0357  -0.5703  -0.168
N  -4.2897  1.8642  -3.1734  0.098
C  -4.8441  2.5421  -2.1124  -0.482
C  -6.1886  2.9286  -2.1079  -0.106
C  -6.6562  3.7052  -1.0625  -0.181
C  -5.7620  4.0976  -0.0690  -0.146
C  -4.4575  3.6507  -0.1338  -0.244
N  -3.9971  2.8720  -1.1219  -0.111
H  -4.8789  1.1849  -3.6332  0.088
H  -3.3353  1.5494  -2.9806  0.049
H  -6.8509  2.5744  -2.8849  0.084
H  -7.6961  3.9977  -1.0216  0.069
H  -6.0917  4.7082  0.7585  0.078
H  -3.7234  3.9197  0.6175  0.067
C  6.3202  -2.3320  -4.3473  -0.056
C  5.1304  -1.8919  -3.5420  -0.275
C  4.9154  -2.3361  -2.2479  -0.015
C  3.8331  -1.8859  -1.4954  -0.278
C  3.5814  -2.4573  -0.1321  -0.049
C  2.9630  -0.9345  -2.0194  -0.283
Te  1.3484  0.1608  -0.9911  1.983
N  0.5670  -1.6493  -0.8706  -0.184
C  -0.6789  -1.9676  -0.6118  -0.595
O  -1.6663  -1.2266  -0.3696  -0.235
C  -0.8637  -3.4599  -0.5480  -0.144
C  -1.8164  -4.0131  0.3020  -0.020
C  -1.9344  -5.3879  0.4127  -0.086
C  -1.1196  -6.2186  -0.3412  -0.101
C  -0.1716  -5.6708  -1.1921  -0.089
C  -0.0372  -4.2999  -1.2901  -0.033
C  2.4121  0.1957  0.8790  -0.268
C  3.5312  1.0340  0.8837  -0.286
C  3.9791  1.6601  -0.3964  -0.062
C  4.1938  1.2999  2.0747  -0.009
C  3.7532  0.7659  3.2765  -0.266
C  4.4972  1.0466  4.5530  -0.054
C  2.6257  -0.0396  3.2579  -0.009
C  1.9345  -0.3265  2.0850  -0.268
C  0.6971  -1.1669  2.1565  -0.039
C  3.1317  -0.5490  -3.3536  -0.314
C  2.1146  0.3610  -3.9867  -0.084
C  4.2006  -1.0218  -4.0982  -0.022
H  6.8233  -3.1774  -3.8835  0.070
H  7.0294  -1.5078  -4.4351  0.080
H  6.0216  -2.6191  -5.3541  0.075
H  5.5955  -3.0550  -1.8054  0.114
H  3.9132  -3.4950  -0.0842  0.083
H  2.5132  -2.4069  0.0680  0.039
H  4.1096  -1.8875  0.6326  0.084
H  -2.4501  -3.3500  0.8724  0.116
H  -2.6633  -5.8247  1.0857  0.100
H  -1.2229  -7.2936  -0.2638  0.096
H  0.4633  -6.3191  -1.7796  0.098
H  0.7087  -3.8629  -1.9348  0.107
H  3.1440  2.2385  -0.8046  0.051
H  4.2505  0.8861  -1.1171  0.068
H  4.8310  2.3194  -0.2349  0.087
H  5.0487  1.9641  2.0759  0.115
H  4.9368  2.0422  4.5455  0.074
H  5.3097  0.3285  4.6750  0.081
H  3.8475  0.9687  5.4216  0.073
H  2.2512  -0.4403  4.1887  0.113
H  0.3912  -1.3274  3.1896  0.085
H  0.8590  -2.1410  1.6939  0.081
H  -0.1156  -0.6668  1.6283  0.049
H  1.1068  0.0723  -3.6643  0.053
H  2.1705  0.3086  -5.0754  0.082
H  2.2773  1.3983  -3.6767  0.088
H  4.3144  -0.7109  -5.1288  0.115

---

Record 3
Below is a molecular structure, C35H42AsCl2GaN2O3, with properties calculated with ωB97M-V/def2-TZVPD.

total energy = -184358.74201 eV
HOMO level = -7.52 eV
ΔE to the lowest compared entry with this formula, charge and spin = 81.81 kcal per mole
Kohn-Sham gap = 7.8479 eV

Each line ends with the Löwdin charge.
Positions of all 86 atoms, in Å:
O  -2.3915  0.6670  -0.9998  -0.104
C  -2.3271  0.8116  -2.2609  -0.311
C  -2.8969  -0.4139  -3.0079  -0.213
C  -2.4749  -1.6719  -2.6002  -0.083
H  -1.5811  -1.7500  -1.9877  0.020
C  -3.1986  -2.7928  -2.9845  -0.072
H  -2.8806  -3.7766  -2.6355  0.102
C  -4.3203  -2.6366  -3.8162  -0.097
H  -4.8915  -3.5045  -4.1228  0.093
C  -4.7062  -1.3722  -4.2601  -0.093
H  -5.5597  -1.2295  -4.9294  0.100
C  -3.9927  -0.2485  -3.8345  -0.050
H  -4.2773  0.7750  -4.1404  0.119
H  -2.8105  1.7860  -2.5865  0.120
C  -0.7126  2.9288  -3.5526  -0.104
C  -0.6399  1.4128  -3.4199  -0.366
H  -0.7950  3.2359  -4.5996  0.076
H  0.2000  3.3425  -3.1491  0.042
H  -1.5326  3.3604  -2.9617  0.080
C  -0.4649  0.6004  -4.4861  -0.204
C  -0.0241  0.9969  -5.8522  -0.091
H  -0.6765  -0.4644  -4.4220  0.101
H  -0.8073  0.9037  -6.6114  0.088
H  0.8171  0.3867  -6.1722  0.077
H  0.3400  2.0401  -5.8525  0.067
Ga  1.0730  1.0341  -2.4655  -0.147
Cl  0.7162  -1.1048  -1.8777  0.308
Cl  2.6330  1.5802  -3.8072  0.340
C  3.6313  0.0212  -0.9813  -0.346
O  2.7128  0.8043  -0.6414  -0.120
N  4.7935  -0.0958  -0.3276  -0.174
C  5.1075  0.7712  0.7953  -0.032
C  5.8810  -0.9071  -0.8523  -0.040
H  3.5359  -0.6356  -1.8597  0.106
H  4.1927  1.1803  1.2288  0.089
H  5.7775  1.5858  0.4743  0.099
H  5.6383  0.1737  1.5470  0.081
H  5.4720  -1.6014  -1.5900  0.092
H  6.3385  -1.4668  -0.0258  0.090
H  6.6473  -0.2739  -1.3190  0.095
H  1.3288  5.1121  1.1181  0.097
H  -1.0856  4.8676  2.2138  0.093
C  0.7747  4.9432  0.1889  -0.020
C  -1.4384  4.5086  1.2418  -0.024
N  -0.3213  4.0080  0.4288  -0.158
H  1.4343  4.4919  -0.5604  0.094
C  -0.2616  2.7549  -0.0487  -0.219
O  0.5462  2.3634  -0.9292  -0.068
H  -2.1689  3.7108  1.3956  0.086
H  -0.9608  2.0231  0.4031  0.097
H  0.3640  5.8886  -0.1642  0.091
H  -1.9238  5.3465  0.7309  0.093
C  -2.1024  -5.0077  1.4917  -0.093
C  -2.6626  -3.9349  0.7756  -0.086
C  -2.0763  -2.6716  0.8289  -0.112
C  -0.9034  -2.4876  1.5905  -0.368
C  -0.3653  -3.5297  2.3363  -0.117
C  -0.9650  -4.7966  2.2779  -0.087
As  -0.2037  -0.6356  1.5494  1.353
C  -1.1849  -0.1651  3.2025  -0.384
C  -2.2524  0.7517  3.0642  -0.117
C  -3.0234  1.0901  4.1817  -0.095
C  -2.7567  0.5109  5.4291  -0.099
C  -1.7358  -0.4306  5.5521  -0.082
C  -0.9488  -0.7724  4.4377  -0.111
C  1.5425  -0.9560  2.3940  -0.405
C  2.0066  -0.1046  3.4074  -0.117
C  3.2743  -0.3193  3.9536  -0.097
C  4.0888  -1.3463  3.4779  -0.115
C  3.6494  -2.1470  2.4132  -0.094
C  2.3811  -1.9441  1.8596  -0.132
H  -2.5592  -5.9982  1.4332  0.099
H  -3.5619  -4.0887  0.1697  0.102
H  -2.5021  -1.8333  0.2862  0.083
H  0.5104  -3.3801  2.9572  0.090
H  -0.5373  -5.6256  2.8474  0.100
H  -2.4685  1.1735  2.0770  0.079
H  -3.8403  1.8094  4.0737  0.100
H  -3.3484  0.7936  6.2935  0.097
H  -1.5393  -0.9071  6.5145  0.102
H  -0.1561  -1.5092  4.5438  0.098
H  1.3743  0.6940  3.7767  0.098
H  3.6295  0.3226  4.7661  0.104
H  5.0717  -1.5272  3.9195  0.101
H  4.2949  -2.9392  2.0156  0.105
H  2.0367  -2.5591  1.0313  0.102

---

Record 4
Below is 3 unconnected molecules or ions with the total composition C35H42BF3N2O11, with properties calculated with ωB97M-V/def2-TZVPD.

total energy = -71304.76848 eV
HOMO level = -8.65 eV
Kohn-Sham gap = 7.8943 eV

Each line ends with the Löwdin charge.
Positions of all 94 atoms, in Å:
C  -2.0015  -6.7264  -0.9633  -0.072
C  -2.0436  -5.5741  0.1277  -0.204
O  -0.6894  -5.1799  0.4459  -0.058
C  -0.3115  -3.9996  -0.1589  -0.124
C  0.6040  -3.2254  0.5125  -0.001
C  1.1040  -3.6823  1.8858  -0.114
C  2.4895  -3.9654  2.2334  0.007
C  2.8184  -4.3793  3.5736  -0.151
N  2.0213  -4.6115  4.6583  0.066
C  0.7333  -4.3294  4.2820  -0.162
C  0.2033  -3.8713  3.0290  -0.015
C  1.0930  -1.8814  -0.1200  -0.226
O  2.2196  -1.4692  0.0095  0.115
C  0.0043  -1.1446  -0.9688  0.033
C  -0.9891  -1.9593  -1.6722  -0.053
C  -2.0281  -1.2998  -2.4274  0.045
C  -2.1075  0.1728  -2.5547  -0.132
C  -3.2764  0.7251  -3.4280  -0.117
C  -4.2520  1.7209  -2.6828  -0.094
C  -4.4721  1.3967  -1.1739  -0.157
F  -3.8848  2.2366  -0.2175  0.022
C  -5.2098  0.3910  -0.6798  -0.248
F  -5.3706  0.2732  0.6683  0.108
F  -5.8546  -0.5119  -1.4562  0.113
C  -1.1212  0.9947  -1.8560  -0.052
C  -1.1433  2.5509  -1.9185  -0.001
B  -0.7001  2.9900  -3.4234  -0.555
O  0.1584  2.1855  -4.2218  0.109
O  -1.2044  4.1991  -3.9857  0.108
C  -0.0743  0.3077  -1.0664  -0.128
O  0.8618  1.0270  -0.3485  -0.087
C  1.9085  1.5700  -1.1815  -0.151
C  3.2502  1.7218  -0.3814  -0.194
N  3.3806  2.9457  0.4201  -0.076
C  2.3410  3.0867  1.4592  -0.188
C  2.2201  1.8756  2.4513  -0.376
C  3.2571  1.9047  3.6487  -0.039
O  0.9008  1.9875  3.0568  -0.082
C  -0.8427  -3.5076  -1.5456  -0.241
O  -1.1281  -4.2305  -2.4686  0.120
H  -0.9680  -6.8213  -1.3829  0.083
H  -2.7084  -6.4591  -1.7926  0.076
H  -2.2640  -7.7076  -0.4926  0.073
H  -2.4737  -6.0474  1.0569  0.126
H  -2.7271  -4.7282  -0.1289  0.127
H  3.2880  -3.8602  1.4666  0.110
H  3.9016  -4.5445  3.7726  0.094
H  -0.0228  -4.4855  5.1000  0.103
H  -0.8849  -3.6631  2.9225  0.113
H  -2.8064  -1.9192  -2.9380  0.121
H  -2.7933  1.3088  -4.2695  0.115
H  -3.8024  -0.1474  -3.9045  0.119
H  -3.9531  2.7935  -2.8735  0.087
H  -5.2608  1.6184  -3.1811  0.133
H  -2.1579  2.9967  -1.7667  0.093
H  -0.4400  3.0084  -1.1647  0.122
H  -0.3628  1.4620  -4.6193  0.105
H  -1.8675  3.9148  -4.6411  0.104
H  2.1057  0.8010  -1.9885  0.142
H  1.6439  2.5170  -1.7200  0.122
H  3.4569  0.7927  0.2166  0.107
H  4.0759  1.7607  -1.1524  0.127
H  3.4077  3.7850  -0.1623  0.105
H  2.5476  4.0001  2.0927  0.123
H  1.3260  3.2510  0.9983  0.112
H  2.2401  0.8668  1.9762  0.126
H  2.7088  1.4877  4.5418  0.087
H  4.1372  1.2352  3.4829  0.073
H  3.5265  2.9736  3.8354  0.077
H  0.9545  2.5417  3.8515  0.080
O  4.9413  -2.8337  3.4299  0.096
C  5.8033  -2.8506  2.5974  -0.467
C  6.6203  -1.6672  2.1386  -0.070
C  7.2325  -2.1831  0.8475  -0.158
C  7.3251  -3.6732  1.1064  -0.157
O  6.2091  -3.9784  1.9561  0.026
H  7.3799  -1.4471  2.8913  0.135
H  5.9878  -0.7984  1.9666  0.122
H  8.1924  -1.7282  0.6028  0.117
H  6.5486  -1.9931  0.0161  0.120
H  8.2454  -3.9485  1.6285  0.127
H  7.2541  -4.2544  0.1875  0.126
O  -4.2512  4.7603  -2.6448  0.104
C  -4.9057  5.2909  -1.7905  -0.459
C  -5.3428  4.6392  -0.5144  -0.082
C  -6.4243  5.5839  -0.0218  -0.151
C  -5.9732  6.9115  -0.5953  -0.153
O  -5.3145  6.5821  -1.8312  0.042
H  -4.4937  4.6000  0.1692  0.139
H  -5.7314  3.6418  -0.7006  0.114
H  -6.5391  5.5972  1.0618  0.120
H  -7.3858  5.2996  -0.4577  0.122
H  -5.2585  7.4248  0.0532  0.129
H  -6.8112  7.5790  -0.7932  0.126

---

For reference, max |F| by record: 0.36, 5.05, 3.21, 4.22 eV/A.